[1]
This record from the OMol25 dataset describes 2 unconnected molecules or ions with the total composition C5H10O2 in a non-equilibrium geometry. The level of theory is ωB97M-V/def2-TZVPD.

```
17
Properties=species:S:1:pos:R:3:forces:R:3:mulliken_charge:R:1
C -0.0314 0.1262 -2.3397 1.7 3.2 1.1 -0.730
C 0.6494 0.2058 -1.1669 -2.3 -1.3 1.6 0.137
O 1.6052 1.1590 -0.7084 -2.9 -0.1 -1.7 -0.486
C -0.0168 -0.6127 -0.0319 5.4 1.1 1.1 -0.065
C 0.7573 -0.9179 1.0774 -2.6 0.7 -1.8 -0.051
C 0.0942 -1.6250 2.2394 1.1 -1.3 -0.9 -1.117
H 0.1599 0.9784 -2.9850 0.3 -0.4 -0.8 0.300
H -1.0450 -0.2225 -2.3981 0.1 -0.9 0.1 0.285
H 2.4869 0.8776 -0.6212 1.6 -1.1 0.0 0.304
H -1.0415 -0.8139 -0.1752 -0.9 -0.5 0.2 0.313
H 1.8372 -0.6034 1.1658 -1.4 -0.4 -0.2 0.205
H -0.9872 -1.6098 2.2818 -0.2 0.6 -0.3 0.323
H 0.5100 -1.1751 3.1277 0.0 -0.6 0.7 0.325
H 0.2993 -2.7315 2.0814 0.3 1.1 0.9 0.257
O -2.1729 2.1579 -0.3460 2.1 -1.6 1.8 -0.605
H -1.1872 2.0492 -0.2146 -1.2 -1.2 1.2 0.303
H -1.9172 2.7577 -0.9867 -0.9 2.7 -3.0 0.302
```
Positions in Å, forces in eV/Å.

Output
LUMO	0.7	eV
energy above the lowest of the compared OMol25 structures with the same formula, charge and spin	3.893	eV
DFT total energy	-9439.1502	eV
HOMO-LUMO gap	9.4	eV



[2]
This record from the OMol25 dataset describes a molecular structure, C14H15Cl2IN2O2Ti in a non-equilibrium geometry. The level of theory is ωB97M-V/def2-TZVPD.

```
37
Properties=species:S:1:pos:R:3:forces:R:3:mulliken_charge:R:1
C 1.9757 0.7856 2.6915 2.3 2.8 3.0 -0.655
C 0.8629 2.1962 2.2755 2.7 2.1 3.3 -0.631
H 1.5063 -0.2349 2.8739 0.3 0.5 0.6 0.372
H 2.2604 1.0939 3.7011 0.1 -0.3 -0.2 0.481
H 2.8278 0.8076 2.0160 0.0 0.1 0.1 0.394
H -0.2459 2.0335 2.1373 0.0 0.3 0.4 0.370
H 0.8977 2.7040 3.2422 -0.2 0.3 -0.3 0.542
H 1.3662 2.7926 1.5178 0.0 -0.1 -0.2 0.346
C 0.5901 -2.6676 0.7151 -0.4 -0.2 -0.3 0.017
C 0.3028 -3.8161 -0.0256 0.1 0.2 0.2 -0.857
C -0.7900 -3.8044 -0.8945 0.0 0.1 0.2 -0.519
C -1.5389 -2.6397 -1.0260 0.1 0.9 0.3 -0.661
H 1.4010 -2.6230 1.4445 -0.2 -0.2 -0.3 0.410
H 0.9282 -4.6992 0.0934 -0.2 0.2 0.0 0.454
H -1.0576 -4.6917 -1.4705 0.1 0.3 0.2 0.461
H -2.4054 -2.5828 -1.6865 0.4 -0.2 0.2 0.403
N -0.1251 -1.5462 0.5669 -0.1 1.0 0.1 0.294
C -1.1538 -1.4830 -0.3160 0.4 -1.1 0.0 0.459
C -1.7114 -0.1420 -0.5898 -0.2 0.7 -0.2 0.694
N -1.1754 0.9129 0.0996 0.4 -0.4 0.3 0.850
C -1.4836 2.1723 -0.2577 -0.3 -0.3 -0.3 -0.211
C -2.9601 1.3890 -1.9833 0.1 -0.1 0.2 -0.525
C -2.3489 2.4455 -1.3102 0.1 0.3 0.2 -0.774
H -1.0009 2.9591 0.3214 -0.3 0.0 -0.3 0.368
H -2.5354 3.4842 -1.5832 0.0 -0.3 0.1 0.458
C -2.6491 0.0829 -1.6118 0.4 -0.1 0.5 -0.771
H -3.0981 -0.7772 -2.1118 0.1 0.5 0.1 0.355
H -3.6664 1.5733 -2.7931 0.2 0.0 0.2 0.463
Ti 0.4588 0.4658 1.5388 -5.6 -7.1 -7.9 -0.532
I -1.0643 -0.2862 3.6033 0.5 0.2 -0.7 0.092
Cl 1.1988 -0.8471 -2.5725 0.2 0.4 -0.1 -0.064
C 2.1426 0.6278 -2.2021 -0.6 0.0 0.1 0.150
Cl 1.1666 2.1277 -2.3264 0.2 -0.4 -0.2 -0.102
C 2.6358 0.5203 -0.7667 1.7 0.0 -1.7 0.190
O 3.8193 0.4940 -0.5635 -0.9 -0.1 0.8 -0.471
O 1.6803 0.4834 0.1382 -1.4 0.0 1.5 -0.272
H 2.9893 0.6892 -2.8854 -0.2 0.0 0.1 0.421
```
Positions in Å, forces in eV/Å.

Output
LUMO	-9.6	eV
net charge	+2
energy above the lowest of the compared OMol25 structures with the same formula, charge and spin	3.209	eV
DFT total energy	-78080.7545	eV
HOMO-LUMO gap	6.2	eV



[3]
This record from the OMol25 dataset describes a molecular structure, C18H35ILaNO2P2Si in a non-equilibrium geometry. The level of theory is ωB97M-V/def2-TZVPD.

```
61
Properties=species:S:1:pos:R:3:forces:R:3:mulliken_charge:R:1
C 5.0675 1.7958 0.1649 -0.3 0.0 -0.5 -1.181
C 3.8358 1.5791 0.9637 -3.1 -0.9 -1.8 0.410
H 4.8850 1.4449 -0.8437 0.0 -0.1 -0.2 0.318
H 5.8873 1.2268 0.5839 0.3 0.0 0.2 0.428
H 5.3610 2.8527 0.1000 -0.1 -0.2 0.4 0.396
O 2.7500 1.1051 0.4439 3.7 1.6 1.5 -0.240
I 3.8491 2.1477 2.9400 -0.1 0.0 0.2 0.225
La 0.5226 0.5760 -0.1751 -0.6 0.3 0.6 1.019
P 0.7339 3.5026 -0.4706 0.1 0.8 -0.2 0.500
C 0.1784 3.7501 -2.2063 -0.2 0.0 -0.1 -1.236
C -0.0511 4.8723 0.4662 0.1 -0.3 -0.1 -1.186
H 0.3431 5.8252 0.0995 -0.2 -0.1 0.1 0.396
H 2.3085 5.2160 -1.0101 0.2 -0.1 0.0 0.559
H 0.2175 4.7566 1.5217 -0.1 0.1 -0.1 0.358
H 2.9265 4.2132 0.3222 0.0 0.1 -0.1 0.304
H -0.8823 3.4975 -2.3281 0.2 0.1 0.0 0.334
H -1.1386 4.8331 0.3561 0.2 0.1 0.1 0.372
C 2.4150 4.1917 -0.6432 0.2 -0.1 0.1 -1.285
H 0.3380 4.8049 -2.4818 -0.1 -0.4 0.0 0.402
H 3.0124 3.6077 -1.3512 -0.1 0.1 0.1 0.310
H 0.7590 3.1043 -2.8858 -0.1 0.3 0.2 0.377
P 1.6070 -1.8302 1.0062 0.5 -0.6 0.4 0.483
C 1.4195 -3.3698 0.0520 -0.1 -0.2 -0.2 -1.094
C 3.4329 -1.7261 0.9263 0.0 -0.1 0.0 -1.350
H 1.6613 -1.4572 3.3789 0.0 -0.3 0.0 0.349
H 2.2619 -3.0930 2.9426 -0.3 0.1 0.1 0.406
H 0.4993 -2.7459 3.0131 0.3 0.1 -0.1 0.041
C 1.4833 -2.3419 2.7524 -0.1 0.1 0.2 -1.003
H 3.7990 -0.9359 1.5872 0.0 -0.3 0.0 0.277
H 3.8097 -2.6992 1.2535 0.3 0.2 -0.1 0.546
H 2.0148 -4.1541 0.5445 -0.2 0.1 -0.3 0.377
H 1.8077 -3.1884 -0.9602 -0.1 -0.2 0.2 0.428
H 3.7597 -1.5274 -0.0980 0.0 0.0 0.1 0.347
H 0.3653 -3.6753 -0.0177 0.5 0.0 0.0 0.158
C -0.6966 -1.5143 -2.5190 -0.1 -2.3 -0.2 0.713
O -0.4873 -2.5822 -2.9456 -0.2 2.5 0.6 -0.376
C -1.3330 -4.6292 2.2448 0.4 0.0 -0.3 -1.121
Si -1.7626 -2.9922 1.4158 -0.3 0.1 0.3 0.353
C -2.9265 -3.2614 -0.0178 0.1 -0.1 -0.3 -0.962
C -2.5288 -1.8179 2.6578 0.0 0.2 0.2 -1.076
N -0.8964 -0.4478 -1.9198 -0.4 -0.5 -1.2 -0.500
C -2.1683 0.2960 -2.0535 0.7 -0.1 0.6 0.566
C -2.5359 0.7849 -3.2833 -0.3 0.0 -0.3 -0.519
C -3.7955 1.3723 -3.4039 0.2 -0.1 0.3 -0.638
C -4.6214 1.4743 -2.2818 -0.3 -0.1 0.3 -0.537
C -4.1982 1.0198 -1.0263 0.5 -0.1 0.0 -0.857
C -2.9106 0.4697 -0.8957 -0.5 -0.2 0.0 0.621
H -2.2645 -5.0254 2.6775 0.2 0.0 -0.1 0.423
H -0.5843 -4.5372 3.0434 -0.3 0.0 -0.1 0.372
H -0.9420 -5.3601 1.5200 -0.2 0.2 0.2 0.321
H -3.6039 -4.0899 0.2411 0.1 0.2 -0.2 0.429
H -3.5150 -2.3585 -0.2243 0.0 -0.2 0.1 0.266
H -2.3849 -3.5261 -0.9365 -0.2 -0.1 0.2 0.264
H -1.7597 -1.1886 3.1297 -0.3 -0.2 0.1 0.296
H -3.2611 -1.1637 2.1626 0.2 -0.1 0.2 0.314
H -3.0496 -2.3958 3.4407 0.1 0.3 -0.2 0.423
H -1.8436 0.6534 -4.1076 -0.3 0.1 -0.2 0.457
H -4.1344 1.7016 -4.3770 0.0 0.1 0.1 0.468
H -5.6304 1.8879 -2.3766 0.4 -0.2 0.0 0.420
H -4.8703 1.0205 -0.1618 0.3 0.3 -0.4 0.448
H -2.5351 0.0509 0.0498 -0.4 0.1 -0.3 -0.111
```
Positions in Å, forces in eV/Å.

Output
LUMO (spin up / spin down)	-6.4 / -6.3	eV
net charge	+2
energy above the lowest of the compared OMol25 structures with the same formula, charge and spin	0.500	eV
DFT total energy	-60219.5302	eV
HOMO-LUMO gap (spin up / spin down)	5.0 / 5.6	eV



[4]
This record from the OMol25 dataset describes a molecular structure, C4H6O2 in a non-equilibrium geometry. The level of theory is ωB97M-V/def2-TZVPD.

```
12
Properties=species:S:1:pos:R:3:forces:R:3:mulliken_charge:R:1
O -0.7561 1.0779 -1.4893 0.3 -0.2 -0.2 -0.479
C -0.1825 1.2014 -0.2409 1.6 -0.8 0.0 -0.227
C -0.3969 0.1827 0.8064 -0.1 -0.1 0.4 -0.225
C -0.3301 -1.2105 0.1401 -0.5 -0.3 0.0 -0.521
O 0.9508 -0.9507 -0.4627 0.1 -0.6 0.1 -0.409
C 0.9852 0.2474 0.2584 0.3 -0.4 0.0 -0.119
H -0.6947 0.1399 -1.7335 0.0 0.3 -0.2 0.340
H 0.6198 1.9150 -0.1643 -1.3 2.1 0.5 0.371
H -0.7896 0.3402 1.8010 0.0 0.0 0.0 0.372
H -0.2093 -2.0005 0.8820 -0.2 0.1 0.0 0.263
H -1.0820 -1.4880 -0.6060 0.0 -0.1 0.2 0.231
H 1.8854 0.5452 0.8088 -0.2 0.1 -0.7 0.403
```
Positions in Å, forces in eV/Å.

Output
LUMO	0.9	eV
energy above the lowest of the compared OMol25 structures with the same formula, charge and spin	4.263	eV
DFT total energy	-8336.1979	eV
HOMO-LUMO gap	9.6	eV



energy above the lowest of the compared OMol25 structures with the same formula, charge and spin of number 1 (C5H10O2)?
3.893 eV